(1)
{
  "formula": "H8KO4",
  "method": "ωB97M-V/def2-TZVPD",
  "symbols": ["K", "O", "H", "H", "O", "H", "H", "O", "H", "H", "O", "H", "H"],
  "xyz": [[0.056, 0.740, -0.324], [2.516, -0.272, -1.236], [2.783, -0.525, -2.120], [2.938, -0.914, -0.665], [-1.734, -0.664, 1.581], [-0.994, -1.271, 1.571], [-1.799, -0.381, 2.493], [-0.954, -1.029, -2.323], [-0.402, -1.811, -2.357], [-1.834, -1.348, -2.527], [-0.540, 2.316, 1.991], [0.324, 1.928, 2.134], [-0.359, 3.231, 1.780]],
  "nbo_charge": [0.98, -0.99, 0.51, 0.49, -0.55, 0.49, 0.52, -0.73, 0.50, 0.52, -0.74, 0.48, 0.52],
  "spin_multiplicity": 2,
  "s_squared": 0.76,
  "lumo_ev": [-7.922, -16.270],
  "total_charge": 2,
  "de_lowest_ev": 0.587,
  "fmax_ev_per_a": 1.4
}

---

(2)
{
  "formula": "H8LiO4",
  "method": "ωB97M-V/def2-TZVPD",
  "symbols": ["Li", "O", "H", "H", "O", "H", "H", "O", "H", "H", "O", "H", "H"],
  "xyz": [[30.228, 26.930, 22.007], [29.357, 28.230, 20.652], [28.682, 27.876, 20.130], [29.935, 28.932, 20.140], [29.554, 25.550, 23.268], [30.284, 25.407, 23.796], [28.696, 25.381, 23.666], [31.059, 25.675, 20.416], [31.298, 25.642, 19.516], [31.428, 24.787, 20.576], [31.974, 27.665, 22.694], [32.352, 28.075, 23.484], [32.537, 28.042, 22.048]],
  "nbo_charge": [0.92, -1.00, 0.50, 0.52, -0.99, 0.50, 0.52, -0.96, 0.49, 0.49, -0.98, 0.51, 0.49],
  "lumo_ev": -3.389,
  "total_charge": 1,
  "de_lowest_ev": 0.727,
  "fmax_ev_per_a": 4.6
}

---

(3)
{
  "formula": "H8LiO4",
  "method": "ωB97M-V/def2-TZVPD",
  "symbols": ["Li", "O", "H", "H", "O", "H", "H", "O", "H", "H", "O", "H", "H"],
  "xyz": [[-0.147, -0.073, -0.124], [1.242, -0.761, 1.066], [2.185, -0.838, 0.857], [1.275, -1.120, 1.993], [0.076, 2.177, -0.268], [-0.114, 2.621, 0.550], [0.927, 2.651, -0.486], [-1.570, -0.132, 0.817], [-1.655, -0.733, 1.512], [-2.485, -0.062, 0.487], [0.057, -1.048, -1.838], [-0.369, -1.926, -1.990], [0.578, -0.757, -2.575]],
  "nbo_charge": [0.91, -0.98, 0.50, 0.50, -0.96, 0.49, 0.49, -0.98, 0.50, 0.51, -1.00, 0.52, 0.51],
  "lumo_ev": -3.421,
  "total_charge": 1,
  "de_lowest_ev": 0.438,
  "fmax_ev_per_a": 2.5
}

---

(4)
{
  "formula": "H8N4OSi",
  "method": "ωB97M-V/def2-TZVPD",
  "symbols": ["N", "Si", "O", "H", "H", "H", "H", "H", "H", "N", "N", "N", "H", "H"],
  "xyz": [[1.164, -1.063, -0.897], [1.201, 1.012, -0.888], [-0.159, 1.453, -0.448], [0.246, -1.040, -0.299], [0.669, -1.473, -1.744], [1.604, -1.930, -0.488], [1.543, 0.848, -2.332], [2.123, 1.388, 0.145], [-0.644, -1.042, 1.719], [-1.173, -1.214, 0.853], [-1.808, -0.236, 0.416], [-1.856, 0.872, 1.238], [-1.067, 0.625, 1.911], [-1.842, 1.801, 0.814]],
  "nbo_charge": [-1.13, 1.60, -1.30, 0.44, 0.41, 0.42, -0.25, -0.24, 0.27, -0.49, 0.12, -0.60, 0.32, 0.43],
  "lumo_ev": 0.487,
  "total_charge": 0,
  "de_lowest_ev": 1.696,
  "fmax_ev_per_a": 3.7,
  "smiles": "[NH3+][SiH2][O-].[H]/N=N\\N"
}

---

(5)
{
  "formula": "H8NaO4",
  "method": "ωB97M-V/def2-TZVPD",
  "symbols": ["Na", "O", "H", "H", "O", "H", "H", "O", "H", "H", "O", "H", "H"],
  "xyz": [[-0.207, -0.069, -0.472], [-0.360, 2.378, -0.085], [-1.289, 2.560, -0.289], [-0.040, 3.181, 0.346], [1.538, -0.156, 1.236], [1.526, -0.912, 1.837], [1.755, 0.610, 1.784], [0.663, -1.139, -2.500], [1.168, -1.962, -2.492], [0.877, -0.720, -3.344], [-1.679, -1.254, 0.988], [-2.637, -1.302, 1.108], [-1.315, -1.214, 1.883]],
  "nbo_charge": [0.97, -0.98, 0.49, 0.50, -0.98, 0.49, 0.50, -0.99, 0.50, 0.50, -0.98, 0.50, 0.49],
  "lumo_ev": -3.429,
  "total_charge": 1,
  "de_lowest_ev": 0.053,
  "fmax_ev_per_a": 0.5
}

---

(6)
{
  "formula": "H8O4",
  "method": "ωB97M-V/def2-TZVPD",
  "symbols": ["O", "H", "H", "O", "H", "H", "O", "H", "H", "O", "H", "H"],
  "xyz": [[0.506, 1.084, 0.018], [1.344, 1.462, -0.109], [0.673, 0.162, 0.069], [-0.214, 0.434, 2.562], [0.066, 0.901, 1.781], [-0.819, -0.177, 2.226], [-1.151, 0.518, -2.226], [-0.624, 0.846, -1.516], [-0.514, 0.322, -2.880], [0.600, -1.683, 0.115], [0.242, -1.978, -0.746], [-0.107, -1.897, 0.708]],
  "nbo_charge": [-0.97, 0.48, 0.50, -0.95, 0.48, 0.45, -0.95, 0.48, 0.45, -0.94, 0.49, 0.48],
  "lumo_ev": 0.328,
  "total_charge": 0,
  "de_lowest_ev": 0.836,
  "fmax_ev_per_a": 2.3,
  "smiles": "O.O.O.O"
}

---

(7)
{
  "formula": "H8O4",
  "method": "ωB97M-V/def2-TZVPD",
  "symbols": ["O", "H", "H", "O", "H", "H", "O", "H", "H", "O", "H", "H"],
  "xyz": [[1.550, -0.619, 0.281], [1.219, 0.272, -0.043], [2.539, -0.342, 0.598], [-1.128, -0.122, 1.351], [-0.244, -0.430, 1.493], [-1.532, -0.745, 0.693], [-0.050, 1.324, -0.551], [-0.673, 0.959, 0.166], [-0.112, 2.267, -0.666], [-0.856, -1.117, -1.105], [-0.820, -0.135, -1.262], [0.109, -1.313, -0.956]],
  "nbo_charge": [-1.01, 0.50, 0.48, -0.96, 0.50, 0.51, -1.03, 0.52, 0.50, -0.99, 0.49, 0.49],
  "lumo_ev": 0.498,
  "total_charge": 0,
  "de_lowest_ev": 0.838,
  "fmax_ev_per_a": 4.5,
  "smiles": "O.O.O.O"
}

---

(8)
{
  "formula": "H8O4",
  "method": "ωB97M-V/def2-TZVPD",
  "symbols": ["O", "H", "H", "O", "H", "H", "O", "H", "H", "O", "H", "H"],
  "xyz": [[-0.344, -0.531, 0.674], [-0.172, 0.013, 1.524], [-0.900, -1.169, 1.163], [-1.443, 2.858, 0.994], [-0.796, 3.381, 1.427], [-2.010, 2.699, 1.782], [-0.688, -0.492, -1.331], [-1.282, -0.677, -2.078], [-1.053, 0.189, -0.824], [3.253, -1.984, -1.210], [2.989, -2.874, -0.978], [2.446, -1.412, -1.143]],
  "nbo_charge": [-0.92, 0.45, 0.47, -0.92, 0.46, 0.46, -0.94, 0.45, 0.49, -0.95, 0.47, 0.49],
  "lumo_ev": 0.393,
  "total_charge": 0,
  "de_lowest_ev": 2.317,
  "fmax_ev_per_a": 6.7,
  "smiles": "O.O.O.O"
}

---

(9)
{
  "formula": "H8O4",
  "method": "ωB97M-V/def2-TZVPD",
  "symbols": ["O", "H", "H", "O", "H", "H", "O", "H", "H", "O", "H", "H"],
  "xyz": [[-2.587, -0.799, -1.664], [-3.375, -1.300, -1.567], [-2.086, -0.788, -0.860], [0.886, 1.568, 1.324], [0.059, 1.990, 1.003], [1.391, 1.147, 0.615], [2.526, 0.168, -0.467], [3.467, -0.038, -0.394], [2.031, -0.620, -0.733], [-0.836, -0.483, 0.562], [-1.378, -0.907, 1.239], [-0.097, 0.063, 0.941]],
  "nbo_charge": [-0.96, 0.46, 0.49, -0.97, 0.48, 0.50, -0.97, 0.49, 0.49, -1.01, 0.48, 0.50],
  "lumo_ev": 0.559,
  "total_charge": 0,
  "de_lowest_ev": 0.791,
  "fmax_ev_per_a": 1.7,
  "smiles": "O.O.O.O"
}

---

(10)
{
  "formula": "H8O4",
  "method": "ωB97M-V/def2-TZVPD",
  "symbols": ["O", "H", "H", "O", "H", "H", "O", "H", "H", "O", "H", "H"],
  "xyz": [[0.248, -0.671, 1.099], [0.606, 0.140, 0.720], [-0.413, -0.364, 1.730], [2.760, -1.339, -0.417], [3.116, -1.835, -1.162], [2.387, -0.546, -0.819], [1.270, 1.736, -0.227], [0.725, 2.254, 0.377], [1.854, 1.238, 0.355], [-4.116, -0.465, -0.263], [-3.476, -0.053, -0.854], [-4.962, -0.095, -0.539]],
  "nbo_charge": [-0.93, 0.45, 0.46, -0.93, 0.47, 0.46, -0.93, 0.48, 0.47, -0.93, 0.47, 0.47],
  "lumo_ev": 0.421,
  "total_charge": 0,
  "de_lowest_ev": 1.292,
  "fmax_ev_per_a": 0.6,
  "smiles": "O.O.O.O"
}

---

(11)
{
  "formula": "H8O4",
  "method": "ωB97M-V/def2-TZVPD",
  "symbols": ["O", "H", "H", "O", "H", "H", "O", "H", "H", "O", "H", "H"],
  "xyz": [[0.272, 1.869, -0.872], [0.607, 1.613, -1.703], [0.431, 2.823, -0.827], [0.290, -1.098, 3.089], [0.739, -0.883, 2.242], [-0.058, -1.963, 2.979], [-1.011, -0.981, -1.810], [-1.904, -0.505, -1.517], [-0.710, -0.401, -2.507], [0.631, -0.230, 0.638], [0.549, 0.598, 0.146], [0.159, -0.837, 0.138]],
  "nbo_charge": [-0.93, 0.47, 0.49, -0.97, 0.50, 0.45, -0.94, 0.48, 0.46, -0.98, 0.49, 0.48],
  "lumo_ev": 0.026,
  "total_charge": 0,
  "de_lowest_ev": 1.202,
  "fmax_ev_per_a": 3.6,
  "smiles": "O.O.O.O"
}

---

(12)
{
  "formula": "H8O4Tl",
  "method": "ωB97M-V/def2-TZVPD",
  "symbols": ["Tl", "O", "H", "H", "O", "H", "H", "O", "H", "H", "O", "H", "H"],
  "xyz": [[5.337, -4.166, 19.150], [3.277, -5.453, 17.726], [2.451, -5.785, 18.170], [2.978, -5.077, 16.858], [5.825, -3.626, 16.401], [5.691, -4.406, 15.819], [6.087, -2.887, 15.798], [7.944, -4.313, 18.235], [8.726, -4.752, 18.661], [8.183, -4.179, 17.288], [5.222, -4.744, 21.778], [5.943, -4.379, 22.356], [4.420, -4.835, 22.361]],
  "nbo_charge": [1.89, -0.79, 0.56, 0.55, -0.91, 0.54, 0.56, -0.84, 0.56, 0.56, -0.82, 0.56, 0.58],
  "lumo_ev": -20.518,
  "total_charge": 3,
  "de_lowest_ev": 1.251,
  "fmax_ev_per_a": 1.2
}